Molecular formula: C8H15N2OS
Method: DFT, ωB97M-V/def2-TZVPD

Its spin multiplicity is 1. The orbital gap is 7.447 eV. Its energy is -896.24435 hartree. The calculation puts the energy above the lowest of the compared OMol25 structures with the same formula, charge and spin at 210.2 kcal per mole. Its net charge is +1. The HOMO energy comes out at -0.4254 hartree. The value obtained for the molar mass is 187.29 g mol⁻¹. As for the largest force on an atom: 5.2 eV/A.

Atoms and positions in Å:
C  2.59038  -0.86026  -1.70191
C  0.95914  -0.09609  0.27831
C  3.21122  0.49046  0.71957
C  -2.21792  1.49201  -1.95871
C  -0.31614  -0.76122  2.24113
C  -0.62582  -1.84417  0.02778
C  -0.94604  1.02578  -1.12443
C  -1.13897  0.62369  0.34680
N  1.89696  0.30439  1.15112
N  -0.28457  -0.57381  0.73384
O  4.11148  0.73271  1.46822
S  3.44643  0.45022  -1.15875
H  2.42531  -0.92012  -2.84541
H  -2.56065  2.58588  -1.51467
H  -1.79850  1.50665  -2.98744
H  -3.08796  0.86329  -1.86109
H  -1.24357  -1.42291  2.50236
H  0.51843  -1.30014  2.56052
H  -0.47973  0.01692  2.90971
H  -1.78919  -1.77602  -0.07400
H  -0.07231  -1.77519  -0.85384
H  -0.39696  -2.70958  0.61839
H  -0.14766  1.66508  -1.27273
H  -0.69520  0.02262  -1.69513
H  -1.01446  1.49450  0.92040
H  -2.17500  0.40242  0.44830
H  1.83129  0.36287  2.12164